25 unconnected molecules or ions with the total composition C9H66NO25 in a non-equilibrium geometry, computed with ωB97M-V/def2-TZVPD.

Values from the calculation:
HOMO-LUMO gap	5.15	eV
charge	-1

Each line ends with the Löwdin charge.
Positions of all 101 atoms, in Å:
C1 -1.29 0.29 -1.84  0.00
C2 0.05 0.60 -1.18  -0.52
C3 -0.01 1.99 -0.54  -0.14
C4 -0.92 2.06 0.68  -0.15
C5 -0.54 0.95 1.70  -0.14
C6 -0.25 -0.43 1.12  -0.51
N1 0.45 -0.29 -0.12  -0.20
O1 1.21 -1.35 -0.54  -0.26
C7 -1.63 -1.14 1.06  -0.01
C8 0.57 -1.14 2.17  -0.04
C9 1.14 0.70 -2.22  -0.03
H1 -1.48 0.89 -2.74  0.08
H2 -2.16 0.25 -1.20  0.05
H3 -1.12 -0.73 -2.22  0.10
H4 -0.42 2.70 -1.28  0.11
H5 0.99 2.31 -0.23  0.09
H6 -2.00 1.99 0.44  0.09
H7 -0.85 3.04 1.17  0.10
H8 -1.31 0.88 2.49  0.11
H9 0.31 1.36 2.30  0.09
H10 -2.41 -0.52 0.65  0.05
H11 -1.97 -1.68 1.95  0.08
H12 -1.53 -1.98 0.36  0.07
H13 0.09 -1.23 3.14  0.07
H14 1.58 -0.69 2.17  0.08
H15 0.82 -2.16 1.83  0.07
H16 2.16 0.68 -1.85  0.06
H17 1.03 1.53 -2.92  0.09
H18 1.10 -0.22 -2.81  0.06
O2 -0.04 -1.34 -6.24  -0.09
H19 0.05 -2.01 -5.54  0.05
H20 -1.01 -1.07 -6.22  0.01
O3 1.44 1.08 5.15  -0.05
H21 1.52 1.03 4.18  0.04
H22 2.35 1.15 5.46  0.08
O4 3.50 -1.07 -5.53  -0.08
H23 3.95 -0.95 -4.66  0.00
H24 2.80 -0.40 -5.56  0.00
O5 2.53 -3.38 4.76  -0.06
H25 1.65 -3.10 4.48  0.01
H26 2.36 -4.06 5.43  0.04
O6 -5.19 -1.92 -2.87  -0.09
H27 -4.69 -1.42 -2.21  0.00
H28 -6.05 -1.47 -2.89  0.02
O7 1.60 4.03 1.85  -0.05
H29 1.36 3.14 2.15  0.00
H30 2.24 3.88 1.14  0.00
O8 -3.31 2.32 3.62  -0.05
H31 -2.54 2.87 3.41  0.05
H32 -3.15 2.02 4.53  0.05
O9 0.29 3.69 5.09  -0.08
H33 0.33 2.71 4.95  0.00
H34 -0.08 3.79 5.98  0.03
O10 1.36 1.14 -6.48  -0.09
H35 0.85 0.34 -6.21  0.00
H36 0.72 1.84 -6.61  0.03
O11 -4.13 -3.24 3.16  -0.06
H37 -4.15 -4.17 3.44  0.03
H38 -4.85 -3.16 2.53  0.04
O12 -4.53 0.81 1.53  -0.07
H39 -4.59 1.11 2.45  0.04
H40 -3.76 1.29 1.18  0.02
O13 3.28 1.05 0.15  -0.07
H41 3.41 0.64 1.02  0.04
H42 2.39 0.73 -0.14  0.03
O14 -2.65 -0.54 -6.49  -0.05
H43 -2.62 -1.06 -7.30  0.07
H44 -3.39 -0.92 -5.98  0.07
O15 2.22 -5.74 1.83  -0.06
H45 1.85 -4.93 2.20  0.01
H46 1.57 -6.06 1.20  0.04
O16 -1.07 -3.09 5.28  -0.05
H47 -1.28 -3.94 5.70  0.05
H48 -0.96 -3.30 4.34  0.05
O17 3.77 3.85 -0.29  -0.07
H49 3.80 2.91 0.03  0.03
H50 4.69 4.12 -0.35  0.06
O18 -0.94 4.79 -3.57  -0.08
H51 -1.07 3.83 -3.61  0.02
H52 -0.26 4.91 -2.89  0.00
O19 4.29 -0.61 -2.89  -0.05
H53 4.32 0.35 -2.97  0.06
H54 4.72 -0.81 -2.05  0.06
O20 -5.27 0.24 -1.05  -0.08
H55 -5.04 0.21 -0.08  0.01
H56 -5.60 1.14 -1.18  0.04
O21 -0.29 -3.77 -0.62  -0.10
H57 -0.07 -2.79 -0.62  0.01
H58 -0.07 -4.06 0.27  0.00
O22 1.45 -2.41 -3.11  -0.11
H59 2.13 -1.92 -3.59  -0.01
H60 1.37 -1.95 -2.22  0.00
O23 -1.12 -0.15 5.93  -0.08
H61 -0.38 0.14 5.37  -0.01
H62 -1.28 -1.07 5.68  0.00
O24 4.14 -2.49 0.43  -0.07
H63 3.22 -2.45 0.12  0.03
H64 4.23 -1.74 1.02  0.01
O25 1.68 4.44 -2.16  -0.07
H65 2.32 4.34 -1.43  0.01
H66 2.11 4.02 -2.92  0.05